The following is a quantum chemistry calculation of the molecule C6H11NO, from the OMol25 dataset.

Each line ends with the natural charge from an NBO analysis.
Element x y z (Å)
C  0.03  2.03  -0.69  -0.666
C  1.54  -1.92  0.47  -0.647
C  -0.34  -0.14  0.66  0.047
C  -0.80  0.85  -0.26  0.356
C  0.45  -1.03  -0.06  -0.064
N  -0.60  -0.13  2.03  -0.813
C  0.12  -0.84  -1.42  -0.423
O  -2.16  1.12  -0.21  -0.699
H  -2.34  1.98  -0.61  0.473
H  -1.24  0.60  2.31  0.380
H  -0.85  -1.03  2.41  0.375
H  -0.13  2.87  0.00  0.198
H  1.09  1.77  -0.70  0.241
H  -0.25  2.37  -1.69  0.208
H  2.44  -1.80  -0.14  0.220
H  1.26  -2.98  0.42  0.214
H  1.80  -1.69  1.50  0.218
H  -0.88  -0.99  -1.79  0.204
H  0.87  -1.02  -2.20  0.179

Calculated values
HOMO level (eV): -7.165
ΔE to the lowest compared entry with this formula, charge and spin (kJ/mol): 296.7
Frontier orbital gap (eV): 8.0
E_tot (Eh): -365.1185
SMILES: C=C(C)/C(N)=C(\C)O
2S+1: 1
LUMO (eV): 0.8185